# 1
81
Properties=species:S:1:pos:R:3:forces:R:3 method="wB97M-V/def2-TZVPD" smiles="CC(C)C[C@H](NC(=O)c1nc[nH]c1C(=O)NCc1ccc(CNC(=O)OC(C)(C)C)cc1)C(=O)OCc1ccccc1" gap_ha=0.34118 e_above_lowest_kcal_mol=5.8
C 1.8805 7.2003 1.1108 -0.149 -0.271 -0.041
H 2.9071 7.5324 1.2512 0.139 0.076 0.024
H 1.4325 7.8001 0.3226 -0.027 0.108 -0.069
H 1.3316 7.3820 2.0320 -0.042 0.080 0.118
C 1.8470 5.7184 0.7381 0.250 0.147 0.084
C 2.5949 5.4897 -0.5731 -0.312 -0.056 0.080
H 2.2138 6.1659 -1.3354 0.019 0.068 -0.108
H 3.6590 5.6860 -0.4518 0.187 0.050 -0.003
H 2.4496 4.4736 -0.9283 0.067 -0.071 -0.101
C 2.4231 4.9021 1.9038 -0.311 -0.060 -0.232
H 3.4558 5.2097 2.0864 0.040 0.025 0.083
H 1.8439 5.1347 2.7995 0.077 -0.007 0.038
C 2.4086 3.3800 1.7284 -0.080 -0.354 0.200
N 3.5002 2.9148 0.9081 -0.036 0.179 0.080
C 3.5820 1.6159 0.5858 0.157 0.225 0.154
O 2.8588 0.7674 1.1051 -0.112 -0.020 0.112
C 4.6077 1.3197 -0.4199 0.408 -0.657 -0.604
C 4.8240 0.1784 -1.1783 -0.132 0.441 0.235
N 5.8839 0.4832 -1.9818 -0.163 -0.194 0.097
C 6.2667 1.7436 -1.6969 0.075 0.074 -0.042
N 5.5199 2.2761 -0.7706 -0.032 0.342 0.177
H 7.0856 2.2406 -2.1772 0.187 0.014 -0.158
H 6.2440 -0.1645 -2.6679 -0.034 0.041 0.009
C 4.1377 -1.1170 -1.3956 -0.076 -0.157 0.187
O 4.4799 -1.8275 -2.3324 0.148 0.016 -0.190
N 3.1653 -1.4020 -0.5231 -0.154 -0.005 0.154
C 2.2405 -2.4879 -0.7239 0.112 -0.319 -0.214
C 0.8135 -2.0079 -0.8218 -0.041 0.081 -0.008
C -0.2302 -2.8784 -0.5335 0.044 0.046 -0.097
C -1.5431 -2.4580 -0.6168 0.022 0.007 -0.078
C -1.8462 -1.1559 -0.9928 0.001 0.050 -0.087
C -0.8048 -0.2890 -1.2865 -0.129 -0.085 0.015
C 0.5100 -0.7079 -1.2012 0.100 -0.087 -0.010
H 1.2989 -0.0079 -1.4300 0.093 0.084 0.007
H -1.0160 0.7283 -1.5816 -0.038 0.158 -0.046
C -3.2805 -0.6972 -1.0677 -0.093 0.060 0.178
N -4.1565 -1.6878 -1.6483 0.109 0.025 -0.304
C -4.9672 -2.4650 -0.8885 0.025 0.179 -0.405
O -5.2026 -2.2668 0.2793 -0.075 -0.077 0.442
O -5.4774 -3.4481 -1.6551 0.039 -0.052 -0.139
C -6.4234 -4.3943 -1.1045 -0.388 -0.395 0.296
C -6.7538 -5.3150 -2.2803 0.210 0.357 0.220
H -5.8496 -5.7987 -2.6403 0.086 -0.087 -0.039
H -7.1838 -4.7384 -3.0949 -0.076 0.041 -0.096
H -7.4639 -6.0752 -1.9689 -0.081 -0.081 0.047
C -7.6803 -3.6715 -0.6214 0.312 0.067 -0.056
H -7.4366 -3.0100 0.2051 -0.060 0.004 0.042
H -8.4163 -4.3984 -0.2895 -0.094 -0.099 0.003
H -8.1053 -3.0814 -1.4307 -0.082 0.031 -0.085
C -5.7759 -5.1876 0.0309 0.026 0.277 -0.150
H -5.5280 -4.5244 0.8550 -0.004 -0.040 0.058
H -6.4637 -5.9506 0.3842 -0.079 -0.116 0.011
H -4.8656 -5.6684 -0.3218 0.074 -0.090 -0.035
H -3.9508 -2.0159 -2.5790 -0.061 -0.036 0.081
H -3.6578 -0.5127 -0.0566 0.029 0.082 -0.190
H -3.3508 0.2292 -1.6464 0.034 -0.033 0.125
H -2.3437 -3.1420 -0.3762 -0.080 -0.100 0.037
H -0.0106 -3.8939 -0.2360 0.031 -0.128 0.078
H 2.3293 -3.2056 0.1004 -0.023 0.005 -0.134
H 2.5349 -2.9953 -1.6508 -0.030 0.010 0.220
H 2.9426 -0.7194 0.2073 0.183 0.024 -0.124
H 4.0965 3.5623 0.4153 -0.017 -0.067 -0.016
C 1.0924 2.8884 1.1065 0.426 0.141 -0.217
O 0.9318 2.7027 -0.0707 -0.116 -0.029 -0.017
O 0.1694 2.7284 2.0441 -0.093 0.005 0.462
C -1.1055 2.2224 1.6470 -0.466 -0.069 -0.386
C -1.2869 0.7701 2.0112 0.035 0.159 0.115
C -2.5675 0.2855 2.2463 0.127 0.129 -0.008
C -2.7686 -1.0509 2.5417 -0.071 -0.076 0.027
C -1.6854 -1.9090 2.6244 -0.063 -0.041 0.093
C -0.4076 -1.4280 2.4018 0.032 0.045 0.055
C -0.2058 -0.0960 2.0857 0.016 0.038 0.036
H 0.7939 0.2627 1.8970 0.099 0.058 -0.001
H 0.4416 -2.0914 2.4675 0.087 -0.087 -0.008
H -1.8397 -2.9511 2.8616 -0.022 -0.108 0.017
H -3.7702 -1.4224 2.6952 -0.100 -0.040 0.010
H -3.4119 0.9586 2.1920 -0.122 0.079 0.012
H -1.8520 2.8409 2.1536 0.112 -0.087 -0.080
H -1.2063 2.3463 0.5608 -0.010 0.053 0.229
H 2.4843 2.9022 2.7146 -0.050 0.101 -0.184
H 0.8022 5.4238 0.5917 0.008 -0.002 0.014


# 2
71
Properties=species:S:1:pos:R:3:forces:R:3 method="wB97M-V/def2-TZVPD" total_charge=+1 gap_ha=0.15789
C 4.1426 -2.9894 -1.0085 0.060 -0.174 -0.060
C 3.4659 -2.3780 -2.2402 -0.071 0.208 -0.314
Si 2.8071 -0.6200 -2.0613 -0.049 -0.111 0.122
C 4.1129 0.5523 -1.3819 -0.089 -0.110 0.115
C 5.3839 0.7120 -2.2243 0.152 0.186 0.151
C 2.1993 0.0714 -3.6892 -0.046 0.162 0.042
C 2.4080 -0.8526 -4.8910 -0.104 0.145 -0.350
C 1.4105 -0.6553 -0.7713 -0.047 -0.041 0.263
C 0.0452 -0.1320 -1.1285 -0.432 -1.016 -0.151
C -0.2338 1.3216 -0.9137 -0.210 0.512 -0.025
C -0.9293 -0.9438 -1.5989 0.973 0.636 0.263
C -2.2677 -0.4009 -1.9887 -0.424 -0.060 -0.161
C -0.6842 -2.4025 -1.8302 -0.077 -0.477 -0.173
H 4.6100 -3.9448 -1.2829 -0.070 0.197 0.208
H 4.9269 -2.3410 -0.5972 -0.145 -0.104 -0.091
H 3.4204 -3.1978 -0.2078 0.136 0.093 -0.131
H 4.1657 -2.3508 -3.0899 -0.068 -0.155 0.199
H 2.6266 -3.0175 -2.5637 0.241 0.135 0.034
H 3.6131 1.5303 -1.2803 0.100 -0.144 0.044
H 4.3622 0.2270 -0.3593 0.039 0.104 -0.153
H 6.0696 1.4072 -1.7206 -0.035 -0.169 -0.249
H 5.9199 -0.2359 -2.3656 -0.169 0.167 0.033
H 5.1626 1.1294 -3.2157 0.037 -0.139 0.190
H 1.1349 0.3330 -3.5806 0.210 -0.076 -0.098
H 2.7362 1.0242 -3.8226 -0.149 -0.187 -0.154
H 2.1052 -0.3377 -5.8144 0.117 -0.278 0.149
H 3.4604 -1.1532 -4.9999 -0.313 0.079 -0.007
H 1.8013 -1.7654 -4.8006 0.201 0.202 -0.045
H 1.3662 -1.6999 -0.4169 -0.066 0.312 -0.024
H 1.8157 -0.0497 0.0448 -0.066 -0.154 0.010
H 0.5867 1.8090 -0.3852 0.027 0.049 -0.055
H -0.4094 1.8829 -1.8477 0.063 -0.233 0.205
H -1.1357 1.4398 -0.2914 0.244 0.089 -0.422
H -2.8834 -1.2080 -2.4045 0.010 0.323 0.093
H -2.8093 0.0280 -1.1323 0.045 0.007 -0.168
H -2.1786 0.3797 -2.7555 -0.087 -0.056 0.152
H -1.6031 -2.8717 -2.1966 0.231 -0.082 0.092
H 0.0931 -2.5864 -2.5898 -0.136 0.070 0.240
H -0.3826 -2.9265 -0.9115 -0.005 0.070 -0.204
C -1.9564 0.7237 2.1522 0.344 0.822 0.790
C -0.6339 1.3088 2.2174 0.022 -0.078 -0.098
C 0.5063 0.4764 2.2397 0.130 0.168 0.231
C 1.7846 1.0267 2.2763 -0.205 0.098 0.183
C 1.9497 2.4197 2.2750 -0.224 -0.333 0.046
C 0.8270 3.2558 2.2853 -0.199 0.013 0.093
C -0.4533 2.7139 2.2793 0.141 -0.172 -0.220
C -3.1438 1.3776 1.6396 -1.072 -0.511 0.227
C -4.2917 0.6223 2.0795 -0.069 1.605 -0.651
C -5.5761 1.1285 1.9349 0.690 -0.756 0.163
C -5.7418 2.3861 1.3406 0.561 0.298 -0.454
C -4.6349 3.0871 0.8284 -0.225 -0.101 0.183
C -3.3323 2.5833 0.9602 0.013 -0.001 0.098
C -3.8135 -0.5124 2.8517 1.076 -0.971 0.959
C -2.3740 -0.4442 2.9013 -1.169 -0.530 -0.005
C -1.6716 -1.3015 3.7498 -0.190 0.062 -0.103
C -2.3914 -2.2124 4.5319 -0.347 -0.115 0.089
C -3.7951 -2.2705 4.4841 0.719 -0.079 -0.205
C -4.5119 -1.4237 3.6275 0.124 0.532 -0.706
H 0.3702 -0.6025 2.2085 0.171 0.286 -0.213
H 2.6518 0.3650 2.3318 -0.264 0.258 -0.153
H 2.9549 2.8433 2.2898 -0.314 -0.090 -0.001
H 0.9453 4.3407 2.3225 0.009 -0.373 0.013
H -1.3289 3.3547 2.3611 0.307 -0.082 -0.008
H -6.4135 0.5340 2.3030 0.079 0.398 -0.100
H -6.7413 2.8172 1.2670 0.322 -0.101 -0.047
H -4.7830 4.0558 0.3502 0.009 -0.324 0.112
H -2.4695 3.1309 0.5778 -0.401 -0.084 -0.023
H -0.5875 -1.2459 3.8094 -0.312 -0.113 0.216
H -1.8470 -2.8802 5.1998 -0.195 0.185 -0.181
H -4.3351 -2.9868 5.1029 0.209 0.190 -0.116
H -5.5973 -1.4582 3.5370 0.239 -0.084 0.311


# 3
86
Properties=species:S:1:pos:R:3:forces:R:3 method="wB97M-V/def2-TZVPD" total_charge=+1 gap_ha=0.30601
C 2.6782 0.7648 3.2511 0.611 0.333 0.226
C 1.9911 1.5752 4.3382 -0.635 -0.228 0.075
N 0.5508 1.8592 4.1243 0.121 -0.143 -0.309
C -0.2026 0.8903 3.4252 -0.077 0.123 0.266
C -0.5078 0.9855 2.0578 -0.216 0.155 -0.013
C 0.0366 2.1618 1.2713 0.616 -0.330 -0.024
C 0.7830 1.7605 -0.0167 -1.263 0.732 -0.423
F 1.1819 0.4359 -0.0313 0.556 -0.008 0.153
C -1.3147 0.0108 1.4376 0.654 -0.293 0.251
C -1.6513 0.2422 -0.0135 -0.282 0.055 0.107
O -2.1430 1.2943 -0.3330 -0.284 0.255 -0.133
N -1.3433 -0.6998 -1.0061 0.051 0.027 0.580
C -2.4014 -0.8609 -1.9302 0.459 0.182 -0.020
O -3.5389 -0.9317 -1.7021 -1.454 -0.034 0.441
F -1.9747 -0.9061 -3.1847 0.832 -0.155 -0.623
C -1.7935 -1.0641 2.1955 -0.132 0.074 -0.299
C -1.4926 -1.1623 3.5513 0.247 0.258 0.054
C -0.7042 -0.1927 4.1574 -0.059 -0.724 -0.109
O -0.4644 -0.2871 5.5076 -0.126 0.782 -0.062
N 0.7200 -1.0684 5.7932 0.607 -0.024 0.011
O 1.1144 -0.8215 6.8489 -0.339 -0.277 -0.065
C -2.0627 -2.3006 4.3447 -0.073 0.242 -0.115
O -1.4510 -2.8565 5.2165 0.092 -0.148 0.396
C -3.4404 -2.6791 3.9467 0.037 0.197 -0.095
C -4.3847 -3.0717 4.8716 0.017 -0.242 -0.270
C -5.6609 -3.4302 4.4522 -0.447 0.052 -0.002
C -6.6721 -3.8431 5.4896 0.331 0.389 -0.135
C -5.9678 -3.3871 3.0879 0.233 0.028 0.044
Br -7.7226 -3.8124 2.5026 0.155 0.140 0.056
C -5.0037 -3.0117 2.1417 0.193 -0.255 -0.384
O -5.2579 -2.9719 0.8038 -0.209 -0.059 0.448
C -5.4269 -4.2441 0.1626 0.242 -0.500 -0.568
C -4.2041 -5.1460 0.1842 -0.120 -0.011 -0.188
C -3.7316 -2.6265 2.5858 -0.429 -0.005 -0.020
C -2.6705 -2.1557 1.6469 -0.196 -0.010 0.363
O -2.4994 -2.6401 0.5571 0.235 -0.066 -0.415
H 2.3170 -0.2568 3.1773 -0.256 -0.007 -0.134
H 2.6581 1.2659 2.2856 -0.215 -0.103 -0.177
H 3.7320 0.6951 3.5247 0.084 -0.072 0.015
H 2.4774 2.5369 4.4717 0.080 0.083 0.022
H 2.0775 1.0393 5.2770 0.167 0.016 0.201
H 0.4010 2.7835 3.7587 0.047 0.030 -0.060
H -0.7649 2.8520 1.0193 -0.079 -0.030 -0.148
H 0.7503 2.7182 1.8652 -0.005 -0.045 0.321
H 1.6189 2.4338 -0.1981 0.381 -0.252 0.162
H 0.0829 1.8860 -0.8422 0.147 -0.107 -0.221
H -1.0487 -1.5865 -0.6100 -0.036 -0.152 -0.127
H -4.1439 -3.1128 5.9228 0.127 0.019 0.076
H -7.6821 -3.6402 5.1613 -0.169 -0.166 -0.031
H -6.5443 -4.9005 5.7088 -0.181 -0.113 0.080
H -6.5036 -3.2640 6.3937 0.073 -0.115 0.171
H -6.2752 -4.8018 0.5480 -0.123 0.212 0.318
H -5.6647 -4.0117 -0.8712 -0.063 0.253 -0.044
H -3.4295 -4.7965 -0.4875 0.191 0.205 0.109
H -4.5114 -6.1235 -0.1871 -0.074 -0.111 0.101
H -3.7999 -5.2743 1.1858 0.064 -0.013 0.075
C 4.3028 1.3112 -2.1409 -0.262 -0.145 0.173
C 4.5060 1.2885 -3.6391 0.245 -0.009 0.088
N 3.2250 1.3422 -4.4474 -0.098 -0.214 -0.026
C 2.4095 0.1234 -4.1065 -0.038 0.151 0.023
C 3.5484 1.1982 -5.9208 0.196 0.157 -0.131
C 4.3572 2.3055 -6.5765 -0.108 0.091 -0.094
C 2.3330 2.5296 -4.1376 0.117 0.040 0.073
C 2.9066 3.9324 -4.2274 0.096 0.176 0.091
O 3.9730 4.1071 -3.3223 -0.009 -0.045 -0.155
C 4.9484 5.0668 -3.7264 0.086 -0.115 0.116
H 3.7695 0.4276 -1.7908 0.057 -0.006 0.051
H 5.2750 1.3102 -1.6502 0.044 0.027 -0.090
H 3.7683 2.1952 -1.8038 0.086 0.074 -0.039
H 4.9991 0.3596 -3.9307 -0.108 -0.025 -0.093
H 5.1424 2.1049 -3.9585 -0.130 0.120 0.002
H 3.0246 -0.7583 -4.2636 -0.017 -0.023 0.008
H 1.5398 0.0999 -4.7580 -0.006 -0.035 0.004
H 2.0839 0.1842 -3.0731 0.003 -0.051 0.006
H 2.5947 1.0835 -6.4337 -0.024 -0.053 0.042
H 4.0913 0.2574 -6.0004 -0.067 -0.048 0.067
H 3.7286 3.1374 -6.8828 0.036 0.052 0.063
H 4.7943 1.9105 -7.4930 0.016 -0.094 0.050
H 5.1749 2.6761 -5.9621 0.007 -0.008 0.005
H 1.9684 2.3625 -3.1260 -0.034 -0.009 -0.008
H 1.4901 2.4456 -4.8239 -0.046 0.020 0.040
H 2.0955 4.6155 -3.9465 -0.153 -0.119 -0.119
H 3.1951 4.1941 -5.2435 0.077 -0.049 -0.018
H 4.5707 5.7371 -4.4989 -0.046 0.020 0.027
H 5.8369 4.5486 -4.1004 -0.005 0.062 -0.066
H 5.2325 5.6520 -2.8548 -0.024 0.012 0.000